No. 1
This record from the Open Molecules 2025 dataset describes C17H15AsBrN4RhS4 as an isolated structure. The level of theory is wB97M-V/def2-TZVPD.

Each line ends with the Löwdin spin population.
Element x y z (Å)
Rh  -0.2541  -0.7322  -0.4128  1.449
C  -4.8774  2.4741  -1.0770  0.053
C  -3.6051  2.4423  -1.6299  -0.006
C  -2.6153  1.6512  -1.0667  0.048
C  -2.8912  0.8749  0.0544  0.009
C  -4.1659  0.9127  0.6212  0.047
C  -5.1473  1.7083  0.0527  -0.006
N  -1.8589  0.0764  0.5824  0.354
N  -2.0343  -0.3228  1.8318  0.211
C  -0.9671  -0.9686  2.3275  0.055
C  -0.9879  -1.4259  3.6642  0.041
C  0.1185  -2.0270  4.1875  0.028
C  1.2752  -2.1881  3.4000  0.071
C  1.2394  -1.7527  2.1071  0.014
N  0.1530  -1.1635  1.5686  0.113
H  -5.6512  3.0876  -1.5211  0.003
H  -3.3765  3.0416  -2.5028  -0.002
H  -1.6155  1.6464  -1.4843  0.003
H  -4.3650  0.3130  1.4980  0.004
H  -6.1364  1.7280  0.4943  -0.002
H  -1.8943  -1.2776  4.2334  0.001
H  0.1079  -2.3812  5.2105  0.000
H  2.1715  -2.6486  3.7891  0.004
H  2.0950  -1.8666  1.4550  0.000
C  2.9895  1.9037  -4.0978  0.002
C  2.4106  2.0646  -2.7167  0.003
C  2.6480  3.1721  -1.9162  0.000
C  2.0854  3.2595  -0.6528  0.003
C  1.2885  2.2154  -0.2257  0.009
Br  0.4990  2.3003  1.4859  0.008
N  1.0460  1.1451  -0.9696  0.093
C  1.5975  1.0765  -2.1866  0.010
H  3.5934  2.7670  -4.3739  0.000
H  2.1981  1.7861  -4.8397  0.001
H  3.6166  1.0125  -4.1545  0.001
H  3.2773  3.9771  -2.2793  0.000
H  2.2546  4.1111  -0.0113  0.001
H  1.3774  0.1874  -2.7621  0.010
S  -0.6100  -4.4026  -3.4210  0.682
As  0.1898  -2.4796  -3.0179  0.004
S  -1.3178  -0.9901  -2.4259  0.253
S  1.2901  -2.3353  -1.1402  0.098
S  1.2376  -2.0452  -4.7642  0.329

## Properties
- relative energy (zero: lowest compared OMol25 entry of this formula, charge and spin) (kJ/mol) = 0.0
- energy (hartree) = -7388.9212
- spin multiplicity = 5
- maximum force (Eh/bohr) = 0.0107
- expectation value of S² = 6.040



No. 2
This record from the Open Molecules 2025 dataset describes an isolated ion of composition C3H8N3O2 and charge +1 at a distorted geometry. The level of theory is wB97M-V/def2-TZVPD.

Each line ends with the natural charge from an NBO analysis.
Element x y z (Å)
H  1.7050  -0.3176  0.9761  0.361
N  1.7423  0.0871  -0.0244  -0.125
N  1.3005  -0.7879  -0.7869  -0.151
C  0.3172  -1.6287  -0.1802  -0.235
C  -0.8812  -0.7095  0.1050  -0.483
C  -0.4965  0.5234  0.8424  -0.094
N  -0.4254  1.7359  0.3610  0.409
O  -0.2020  2.7512  1.0020  -0.326
O  -0.6221  1.7899  -1.0600  -0.552
H  1.1918  -0.6265  -1.7833  0.431
H  0.7200  -1.7719  0.8407  0.210
H  0.2012  -2.4946  -0.7385  0.254
H  -1.4233  -0.4362  -0.8271  0.263
H  -1.6992  -1.1972  0.5743  0.283
H  -0.2720  0.4710  1.8834  0.240
H  -1.1562  2.6115  -1.1845  0.514

## Properties
- relative energy (zero: lowest compared OMol25 entry of this formula, charge and spin) (kJ/mol) = 619.3
- energy (hartree) = -433.3879
- total charge = +1
- spin multiplicity = 1
- maximum force (Eh/bohr) = 0.0603



No. 3
This record from the Open Molecules 2025 dataset describes a 3-piece molecular cluster, C13H23FO11 overall. The level of theory is wB97M-V/def2-TZVPD.

Each line ends with the natural charge from an NBO analysis.
Element x y z (Å)
C  1.2599  3.0688  -2.0192  -0.249
O  0.7158  1.7858  -1.7751  -0.548
C  0.0713  1.6274  -0.5324  -0.060
C  0.9015  0.9521  0.5456  -0.461
C  1.3043  -0.4948  0.3049  -0.069
O  1.9183  -0.7863  -0.9594  -0.499
C  3.1789  -0.3557  -1.0748  0.988
O  4.0571  -0.5422  -0.2704  -0.621
O  3.3626  0.2516  -2.2584  -0.477
C  4.7236  0.3538  -2.6581  -0.195
C  5.4167  1.5564  -2.0671  0.845
O  6.4126  1.5498  -1.4348  -0.494
F  4.7974  2.7044  -2.3802  -0.334
H  0.6708  3.5739  -2.7869  0.174
H  1.3053  3.6772  -1.1163  0.168
H  2.2732  2.9619  -2.4006  0.189
H  -0.8506  1.0648  -0.7015  0.190
H  -0.2502  2.5978  -0.1407  0.170
H  1.7757  1.5472  0.8213  0.205
H  0.2679  0.9198  1.4358  0.231
H  0.4255  -1.1332  0.3632  0.200
H  1.9614  -0.8130  1.1147  0.197
H  4.7239  0.4583  -3.7422  0.223
H  5.3036  -0.5241  -2.3915  0.230
C  -1.9302  -1.5105  5.8051  -0.256
O  -0.7583  -2.3268  5.8731  -0.491
C  -0.1097  -2.4507  4.7176  0.980
O  -0.4292  -1.9460  3.6731  -0.652
O  0.9515  -3.2283  4.9153  -0.491
C  1.7506  -3.4443  3.7485  -0.255
H  -2.3481  -1.5018  6.8070  0.197
H  -1.6746  -0.4966  5.5044  0.192
H  -2.6520  -1.9324  5.1088  0.193
H  2.1486  -2.5026  3.3757  0.192
H  1.1693  -3.9355  2.9708  0.193
H  2.5670  -4.0885  4.0589  0.199
C  -6.5482  1.2225  -1.8790  -0.255
O  -5.7870  0.5717  -2.8987  -0.493
C  -4.5367  0.2786  -2.5448  0.978
O  -4.0340  0.5149  -1.4774  -0.648
O  -3.9408  -0.3178  -3.5739  -0.492
C  -2.5831  -0.6904  -3.3225  -0.258
H  -7.5318  1.3971  -2.3039  0.196
H  -6.6346  0.5872  -0.9999  0.192
H  -6.0916  2.1717  -1.6059  0.192
H  -2.5263  -1.4021  -2.5011  0.191
H  -1.9803  0.1872  -3.0959  0.198
H  -2.2168  -1.1582  -4.2310  0.197

## Properties
- energy (hartree) = -1436.6582
- spin multiplicity = 1
- maximum force (Eh/bohr) = 0.0193



No. 4
This record from the Open Molecules 2025 dataset describes a 7-piece molecular cluster, C36H43BClN10O2 overall at a distorted geometry. The level of theory is wB97M-V/def2-TZVPD.

Each line ends with the Mulliken charge.
Element x y z (Å)
C  5.2346  -1.4637  -0.9160  -1.207
C  5.0705  -1.6932  -2.4119  -0.527
C  3.6909  -2.2221  -2.8195  -0.103
Cl  3.7910  -3.2167  -4.3123  -0.168
N  3.0005  -2.9192  -1.7777  -0.016
C  1.6721  -3.0506  -1.8060  0.202
N  1.0061  -3.6605  -0.8081  -0.502
C  -0.2809  -3.5828  -1.1499  -0.001
B  -1.3717  -4.1654  -0.1303  0.902
O  -1.6044  -5.4879  0.0226  -0.624
O  -2.0374  -3.2713  0.6439  -0.470
C  -2.3866  -2.0195  0.0304  -0.499
N  -0.4200  -2.9719  -2.3298  0.201
N  0.8279  -2.6318  -2.7666  -0.182
H  4.4503  -0.8058  -0.5538  0.320
H  5.1641  -2.3885  -0.3489  0.320
H  6.2107  -1.0524  -0.7021  0.380
H  5.1568  -0.7269  -2.8997  0.316
H  5.8588  -2.3018  -2.8373  0.339
H  3.0833  -1.3597  -3.0760  0.382
H  3.4576  -3.3439  -0.9893  0.299
H  -1.7087  -5.6799  0.9635  0.267
H  -1.5401  -1.3506  -0.0937  0.277
H  -3.0696  -1.5113  0.6935  0.203
H  -2.8871  -2.1629  -0.9268  0.221
H  -1.2784  -2.7772  -2.8209  0.376
H  1.0700  -2.1802  -3.6335  0.204
N  -1.7866  1.2000  0.6419  -0.119
C  -2.6373  2.1834  0.9412  -0.096
C  -2.2422  3.4990  1.1407  -0.783
C  -0.8974  3.8121  1.0272  -0.307
C  -0.0002  2.8026  0.7192  -0.765
C  -0.4958  1.5231  0.5369  -0.073
H  -3.6807  1.8967  1.0222  0.495
H  -2.9749  4.2574  1.3795  0.397
H  -0.5468  4.8244  1.1755  0.609
H  1.0563  3.0082  0.6241  0.363
H  0.1746  0.7018  0.2933  0.345
N  -6.0379  1.5954  1.1707  -0.359
C  -7.1105  2.2903  0.7942  -0.240
C  -8.3560  2.1648  1.3890  -0.501
C  -8.4989  1.2650  2.4321  -0.107
C  -7.3953  0.5325  2.8369  -0.701
C  -6.1940  0.7363  2.1771  0.030
H  -6.9563  2.9812  -0.0273  0.375
H  -9.1908  2.7576  1.0424  0.357
H  -9.4551  1.1371  2.9225  0.379
H  -7.4624  -0.1802  3.6470  0.344
H  -5.3038  0.1865  2.4660  0.337
N  1.4462  5.5647  -0.2212  -0.256
C  2.7754  5.6721  -0.2664  -0.334
C  3.4752  6.0873  -1.3889  -0.362
C  2.7589  6.4058  -2.5307  -0.325
C  1.3775  6.2986  -2.5035  -0.622
C  0.7746  5.8771  -1.3291  -0.083
H  3.3021  5.4148  0.6460  0.511
H  4.5536  6.1598  -1.3622  0.355
H  3.2683  6.7347  -3.4276  0.381
H  0.7794  6.5385  -3.3717  0.385
H  -0.3051  5.7835  -1.2644  0.348
N  5.9194  6.3712  1.2639  -0.341
C  6.0778  7.6025  1.7462  -0.177
C  7.2506  8.3318  1.6239  -0.468
C  8.3216  7.7497  0.9668  -0.157
C  8.1763  6.4686  0.4598  -0.473
C  6.9598  5.8278  0.6335  -0.180
H  5.2166  8.0199  2.2561  0.351
H  7.3206  9.3294  2.0342  0.359
H  9.2548  8.2854  0.8516  0.367
H  8.9871  5.9764  -0.0592  0.361
H  6.8030  4.8250  0.2494  0.368
N  1.5255  -5.8350  3.7230  -0.567
C  0.4698  -5.1770  3.2516  -0.219
C  -0.7972  -5.2479  3.8103  -0.254
C  -0.9810  -6.0532  4.9239  -0.499
C  0.1060  -6.7460  5.4279  -0.307
C  1.3326  -6.6017  4.7937  -0.223
H  0.6593  -4.5600  2.3771  0.482
H  -1.6196  -4.6842  3.3856  0.475
H  -1.9539  -6.1372  5.3903  0.385
H  0.0091  -7.3851  6.2942  0.366
H  2.2091  -7.1247  5.1586  0.365
N  -5.3751  -5.3900  -1.9983  -0.561
C  -4.0451  -5.3376  -1.9480  -0.484
C  -3.2512  -4.9999  -3.0357  -0.191
C  -3.8704  -4.6983  -4.2406  -0.630
C  -5.2515  -4.7466  -4.3066  -0.327
C  -5.9536  -5.0965  -3.1607  -0.273
H  -3.6047  -5.5884  -0.9978  0.680
H  -2.1712  -4.9872  -2.9424  0.724
H  -3.2865  -4.4368  -5.1147  0.399
H  -5.7761  -4.5229  -5.2246  0.380
H  -7.0364  -5.1459  -3.1696  0.381

## Properties
- relative energy (zero: lowest compared OMol25 entry of this formula, charge and spin) (kJ/mol) = 0.0
- energy (hartree) = -2580.5210
- total charge = +1
- spin multiplicity = 1
- maximum force (Eh/bohr) = 0.0269



No. 5
This record from the Open Molecules 2025 dataset describes C18H16N6O2S2Ti as an isolated structure at a distorted geometry. The level of theory is wB97M-V/def2-TZVPD.

Each line ends with the Löwdin spin population.
Element x y z (Å)
Ti  -0.8307  0.0176  -0.6658  0.992
N  0.5142  -0.3272  1.4092  0.007
C  1.3639  -1.4237  1.0372  0.002
C  1.2617  -2.6333  1.7037  0.000
C  2.0231  -3.7171  1.2931  0.000
C  2.8894  -3.5806  0.2186  0.000
C  2.9849  -2.3591  -0.4341  0.000
C  2.2267  -1.2608  -0.0437  0.001
C  2.3218  0.0599  -0.7318  0.001
C  3.6018  0.5420  -1.0085  -0.001
C  3.7808  1.7698  -1.6270  0.003
C  2.6633  2.5159  -1.9633  0.000
C  1.3939  2.0184  -1.6865  0.003
C  1.1533  0.7824  -1.0703  -0.010
H  1.0526  0.5325  1.4687  0.002
H  0.0762  -0.5085  2.3051  0.000
H  0.5805  -2.7305  2.5428  0.000
H  1.9372  -4.6624  1.8139  0.000
H  3.4797  -4.4242  -0.1138  0.000
H  3.6438  -2.2541  -1.2876  0.000
H  4.4674  -0.0444  -0.7202  0.000
H  4.7777  2.1398  -1.8322  0.000
H  2.7780  3.4817  -2.4421  0.000
H  0.5558  2.6383  -1.9829  0.000
N  -2.2388  -2.6625  1.0944  0.004
C  -2.6288  -1.4688  1.5575  0.003
N  -2.3240  -0.3546  0.9339  0.008
C  -2.7616  0.7633  1.6267  0.003
C  -3.3912  0.5149  2.7833  0.002
S  -3.4562  -1.1955  3.0521  0.001
C  -2.5700  2.0283  0.8713  0.005
C  -2.9811  3.2748  1.1343  0.001
S  -2.8008  4.2520  -0.2854  0.001
C  -2.2099  2.8816  -1.1549  0.004
N  -2.0475  1.8246  -0.3955  0.015
N  -1.9273  2.8499  -2.4654  0.003
H  -1.7690  -2.6459  0.1764  0.001
H  -2.6622  -3.5078  1.4298  0.000
H  -3.8620  1.2051  3.4629  0.000
H  -3.4253  3.6706  2.0323  0.000
H  -2.2466  3.5785  -3.0769  0.000
H  -1.7669  1.9235  -2.8561  0.001
O  -1.4897  -0.1517  -2.4304  0.111
N  -1.3121  -1.5329  -2.4795  0.726
O  -0.8259  -1.8196  -1.1932  0.109

## Properties
- relative energy (zero: lowest compared OMol25 entry of this formula, charge and spin) (kJ/mol) = 0.0
- energy (hartree) = -2820.4023
- spin multiplicity = 3
- maximum force (Eh/bohr) = 0.0217
- expectation value of S² = 2.008



No. 6
This record from the Open Molecules 2025 dataset describes C3H4BrF as an isolated structure at a distorted geometry. The level of theory is wB97M-V/def2-TZVPD.

Each line ends with the natural charge from an NBO analysis.
Element x y z (Å)
C  -1.0379  0.7851  -1.4157  -0.556
C  0.0817  0.5851  -0.7079  0.459
C  1.0315  -1.1335  -0.6402  -0.527
F  0.8111  1.4879  -0.0609  -0.325
Br  0.1888  -2.3713  0.5454  0.037
H  -1.6572  1.7328  -1.5243  0.232
H  -1.5555  0.0235  -1.9682  0.228
H  0.8851  -1.6036  -1.7526  0.233
H  2.0799  -1.0493  -0.3976  0.219

## Properties
- relative energy (zero: lowest compared OMol25 entry of this formula, charge and spin) (kJ/mol) = 205.3
- energy (hartree) = -2790.4857
- spin multiplicity = 1
- maximum force (Eh/bohr) = 0.0963



No. 7
This record from the Open Molecules 2025 dataset describes a 2-piece molecular cluster, C3H9O2S overall at a distorted geometry. The level of theory is wB97M-V/def2-TZVPD.

Each line ends with the Löwdin spin population.
Element x y z (Å)
C  -1.7018  -0.1821  -0.4140  0.080
O  -1.6307  1.1601  -0.1606  0.782
C  -0.3190  -0.4842  -1.1002  0.093
C  0.8130  -0.3770  -0.0657  0.001
S  2.2140  -1.5054  -0.4398  0.010
H  -1.8054  -0.7124  0.5397  0.007
H  -2.5296  -0.4570  -1.0737  0.011
H  -0.2007  0.2847  -1.8461  0.000
H  -0.4441  -1.4929  -1.4771  0.009
H  1.2200  0.6165  -0.1478  0.001
H  0.4499  -0.5046  0.9483  0.000
H  2.5700  -0.7415  -1.4790  0.000
H  -1.6893  3.3281  2.2360  0.000
H  -1.5845  2.0591  1.2994  -0.001
O  -1.5543  2.3726  2.2186  0.007

## Properties
- relative energy (zero: lowest compared OMol25 entry of this formula, charge and spin) (kJ/mol) = 30.6
- energy (hartree) = -668.2745
- spin multiplicity = 2
- maximum force (Eh/bohr) = 0.0320
- expectation value of S² = 0.754



No. 8
This record from the Open Molecules 2025 dataset describes a 4-piece molecular cluster, C2H12NO4 overall at a distorted geometry. The level of theory is wB97M-V/def2-TZVPD.

Each line ends with the natural charge from an NBO analysis.
Element x y z (Å)
C  -0.6992  -1.6227  0.1531  -0.409
N  -0.6761  -0.1789  -0.0599  -0.681
C  -0.3999  0.1703  -1.4381  0.106
O  0.7083  -0.4769  -2.0170  -0.798
H  -1.5190  -1.9996  -0.4778  0.160
H  0.1336  -2.1988  -0.1659  0.198
H  -0.9229  -1.8893  1.1854  0.189
H  0.1103  0.1364  0.5099  0.416
H  -1.2643  -0.0978  -2.0551  0.132
H  -0.2625  1.2562  -1.4466  0.151
H  -2.1297  0.6904  0.5121  0.504
H  -3.5773  0.4080  -0.0507  0.449
O  -3.0805  1.0010  0.5081  -1.007
H  3.0622  -0.0102  -0.3084  0.425
H  1.3741  -0.5340  -1.2724  0.517
O  2.2489  -0.2170  0.1599  -1.281
H  2.1160  0.6948  1.4930  0.517
H  2.3234  1.0704  2.9727  0.437
O  1.6975  1.2200  2.2573  -1.024

## Properties
- relative energy (zero: lowest compared OMol25 entry of this formula, charge and spin) (kJ/mol) = 38.2
- energy (hartree) = -439.1473
- total charge = -1
- spin multiplicity = 1
- maximum force (Eh/bohr) = 0.0397



- Among the records above, which one has the highest maximum force?
  C3H4BrF